(1)
Below is C16H37MnN6OSi4 as an isolated structure, with properties calculated with wB97M-V/def2-TZVPD.

Computed properties:
**Energy relative to the best compared isomer or geometry (same formula, charge and spin)**: 39.04 kcal/mol
**Frontier orbital gap (spin up / spin down)**: 6.4 / 6.9 eV
**LUMO energy (spin up / spin down)**: -2.7 / -3.1 eV
**Charge**: +1
**Spin multiplicity**: 6
**HOMO (spin up / spin down)**: -0.3347 / -0.3676 hartree

CARTESIAN COORDINATES (ANGSTROEM)
1 Mn 1.00779 0.47405 0.14410
2 O 3.02716 -0.58228 -0.37339
3 C 4.03277 -0.43506 0.62384
4 C 3.34837 -0.49672 1.96230
5 C 4.04786 -0.82142 3.11396
6 C 3.36610 -0.86647 4.31644
7 C 2.00553 -0.59856 4.33584
8 C 1.38446 -0.28200 3.14426
9 N 2.04268 -0.22137 1.97934
10 H 3.41241 -0.49679 -1.25226
11 H 4.55188 0.52266 0.51181
12 H 4.76930 -1.23718 0.55181
13 H 5.10402 -1.04944 3.06069
14 H 3.88707 -1.12290 5.22943
15 H 1.43057 -0.64080 5.24944
16 H 0.32459 -0.07722 3.10341
17 N 3.02449 4.40343 0.74474
18 N 2.53514 3.67497 -0.32876
19 N 2.33650 4.18376 -1.51571
20 C 1.94865 3.11543 -2.20616
21 N 1.91024 2.01878 -1.44432
22 N 2.31324 2.39803 -0.24287
23 H 3.15521 5.35075 0.40438
24 H 2.31879 4.39146 1.47547
25 H 1.68678 3.14070 -3.24961
26 C -0.85572 -2.09683 -4.02672
27 Si -1.46971 -0.63635 -3.01794
28 C -0.71150 0.93611 -3.71265
29 C -3.33278 -0.54786 -3.19726
30 Si -0.54778 -1.04870 -0.89057
31 Si -1.23961 1.57092 0.71224
32 C -2.99649 1.00950 0.39070
33 C -1.02687 3.21682 -0.19785
34 C -1.16838 1.99097 2.55478
35 Si -1.59984 -2.80049 0.26806
36 C -0.94860 -2.89123 2.02552
37 C -1.04141 -4.31510 -0.69168
38 C -3.47237 -2.78076 0.32562
39 H -1.04581 -1.90211 -5.08618
40 H -1.37654 -3.01846 -3.76127
41 H 0.21505 -2.26928 -3.90429
42 H -1.05545 1.12453 -4.73219
43 H 0.37757 0.84509 -3.73116
44 H -0.97536 1.80298 -3.10399
45 H -3.57491 -0.40383 -4.25445
46 H -3.78517 0.27542 -2.64629
47 H -3.81255 -1.47339 -2.87374
48 H -3.17564 0.84701 -0.66982
49 H -3.70615 1.76862 0.73780
50 H -3.22499 0.08134 0.91133
51 H -1.10444 3.09483 -1.27918
52 H -0.08358 3.72741 0.01154
53 H -1.82997 3.89301 0.11255
54 H -1.54677 1.17194 3.17119
55 H -1.83138 2.84659 2.71828
56 H -0.17845 2.26178 2.92872
57 H 0.14282 -2.84241 2.04462
58 H -1.25452 -3.81865 2.51467
59 H -1.33872 -2.06014 2.62017
60 H 0.03930 -4.33421 -0.84417
61 H -1.52012 -4.37276 -1.67082
62 H -1.31697 -5.21469 -0.13405
63 H -3.85974 -1.98418 0.96000
64 H -3.81985 -3.73012 0.74401
65 H -3.91821 -2.66915 -0.66372

=====

(2)
Below is C16H37N6O12S4 as an isolated structure in a non-equilibrium geometry, with properties calculated with wB97M-V/def2-TZVPD.

Computed properties:
**Frontier orbital gap**: 7.3 eV
**LUMO energy**: 1.4 eV
**Charge**: -1
**HOMO**: -0.2188 hartree

CARTESIAN COORDINATES (ANGSTROEM)
1 C 2.87697 1.25767 2.45782
2 C 2.13455 2.46308 3.05494
3 C 0.64754 2.43358 2.63873
4 C 0.13223 3.58685 1.75350
5 N -0.26660 3.24285 0.37344
6 C -1.32647 2.20678 0.35263
7 C -2.54319 2.50859 -0.50742
8 C -3.67711 1.56206 -0.09432
9 C -4.95759 1.81446 -0.88080
10 S -6.07794 0.41264 -0.88170
11 O -7.40026 0.97875 -0.74862
12 O -5.81205 -0.32041 -2.10856
13 N -5.71136 -0.42952 0.42731
14 S -4.89508 -1.77294 0.20727
15 O -3.45756 -1.58181 0.09294
16 O -5.28526 -2.76576 1.18857
17 C 0.67915 3.07999 -0.59223
18 S 0.35680 2.28851 -1.99962
19 S 2.27940 3.78796 -0.30112
20 C 3.35260 2.76606 -1.35341
21 C 4.77441 2.74623 -0.76573
22 C 5.49582 1.42523 -1.03399
23 H 3.95682 1.33173 2.56155
24 H 2.63032 1.17856 1.39499
25 H 2.50724 0.33983 2.91934
26 H 2.62133 3.38598 2.74273
27 H 2.22724 2.38948 4.14182
28 H 0.06861 2.47858 3.56509
29 H 0.41891 1.46439 2.19623
30 H -0.78301 3.96357 2.21264
31 H 0.83676 4.41729 1.76870
32 H -0.89721 1.23860 0.08525
33 H -1.68329 2.11094 1.37974
34 H -2.83824 3.55669 -0.41084
35 H -2.32572 2.29677 -1.55460
36 H -3.32947 0.54657 -0.29160
37 H -3.86348 1.65687 0.97582
38 H -4.75435 2.06309 -1.92128
39 H -5.51317 2.62757 -0.41351
40 H -5.31955 -2.24552 -0.97801
41 H 2.90366 1.77621 -1.37559
42 H 3.34235 3.15607 -2.36834
43 H 4.71462 2.96195 0.30089
44 H 5.32606 3.58110 -1.20564
45 H 4.80338 0.58627 -1.08772
46 H 6.21637 1.20459 -0.24361
47 H 6.06700 1.47931 -1.96233
48 C -3.71433 -4.94317 -1.26906
49 N -3.15820 -5.70259 -2.42060
50 O -3.91068 -6.37728 -3.08837
51 O -1.96186 -5.59950 -2.62661
52 H -4.77937 -5.13134 -1.21526
53 H -3.20785 -5.28381 -0.37186
54 H -3.50712 -3.88975 -1.43904
55 C -1.03238 -2.25447 -1.58674
56 N -0.09290 -1.26201 -2.18206
57 O 0.93258 -1.01791 -1.57870
58 O -0.42207 -0.75337 -3.23177
59 H -0.60643 -2.61257 -0.65786
60 H -1.97745 -1.74572 -1.41012
61 H -1.15176 -3.05606 -2.30953
62 C -0.32113 -8.44715 -3.23858
63 N 0.72816 -9.35583 -2.69983
64 O 1.85659 -9.24482 -3.13102
65 O 0.38067 -10.15705 -1.85753
66 H 0.13394 -7.79534 -3.97335
67 H -1.09133 -9.07080 -3.68135
68 H -0.72436 -7.87702 -2.40851
69 C 5.75691 4.21034 5.28252
70 N 5.32942 4.48009 3.88187
71 O 5.03855 3.52952 3.18944
72 O 5.29525 5.64122 3.53529
73 H 5.73334 3.13949 5.44409
74 H 6.75923 4.61111 5.39677
75 H 5.06245 4.72848 5.93646

=====

(3)
Below is C16H37NSi4Zr as an isolated structure in a non-equilibrium geometry, with properties calculated with wB97M-V/def2-TZVPD.

Computed properties:
**Frontier orbital gap (spin up / spin down)**: 5.1 / 5.5 eV
**LUMO energy (spin up / spin down)**: 0.2 / 0.2 eV
**Charge**: 0
**HOMO (spin up / spin down)**: -0.1782 / -0.1955 hartree

CARTESIAN COORDINATES (ANGSTROEM)
1 C -1.20044 0.85408 -4.20437
2 C 0.18588 0.70368 -4.54927
3 C 0.95362 1.64357 -3.74135
4 C 0.01503 2.30669 -2.87512
5 C -1.28779 1.83262 -3.18695
6 Zr 0.32031 -0.04002 -2.29842
7 N -1.29954 -0.58657 -1.33305
8 C -0.48679 -2.67099 -2.53726
9 C 0.71479 -2.26742 -3.15531
10 H 2.00584 1.89229 -3.85889
11 H 0.59259 0.12424 -5.38748
12 H 0.25840 3.13617 -2.22977
13 H -2.19984 2.23574 -2.76116
14 H -2.02863 0.39516 -4.74171
15 H 0.69770 -2.00458 -4.20954
16 H -1.40797 -2.66917 -3.14125
17 H -2.22120 -1.21241 -1.43725
18 H 1.71824 -2.49867 -2.67579
19 H -0.48720 -3.26714 -1.63169
20 C -3.24660 -0.10581 1.56261
21 Si -1.66405 -1.09496 1.79632
22 C -1.21682 -1.25219 3.61868
23 C -1.84894 -2.77861 0.96166
24 Si -0.24541 -0.02810 0.40559
25 Si -0.02612 2.16890 1.25959
26 C -0.03532 2.25805 3.14427
27 C 1.56201 2.94531 0.62331
28 C -1.51839 3.05181 0.55418
29 Si 1.92706 -0.95205 0.93524
30 C 2.43825 -0.67359 2.72958
31 C 1.82130 -2.78497 0.58171
32 C 3.22227 -0.17819 -0.18776
33 H -4.09195 -0.66939 1.99710
34 H -3.46001 0.05164 0.48966
35 H -3.21844 0.87940 2.05591
36 H -2.05740 -1.72565 4.15139
37 H -0.33585 -1.88945 3.77454
38 H -1.02893 -0.28566 4.10582
39 H -1.95940 -2.68757 -0.13106
40 H -0.99958 -3.44692 1.15912
41 H -2.76328 -3.27647 1.34180
42 H 0.78295 1.69981 3.62267
43 H 0.08395 3.31267 3.44491
44 H -0.97810 1.90484 3.58908
45 H 1.68404 2.86020 -0.46649
46 H 1.55051 4.02301 0.86098
47 H 2.46379 2.52567 1.09128
48 H -1.50782 3.07159 -0.54098
49 H -2.46809 2.60543 0.87166
50 H -1.50921 4.09483 0.90446
51 H 1.75657 -1.12180 3.47007
52 H 3.42475 -1.14346 2.88816
53 H 2.55491 0.38667 3.00043
54 H 1.60668 -3.01999 -0.47042
55 H 2.80282 -3.22558 0.82078
56 H 1.07424 -3.30567 1.19352
57 H 3.06142 -0.35556 -1.26411
58 H 3.33325 0.90384 -0.05001
59 H 4.18598 -0.64932 0.06041

=====

Question: The highest charge belongs to which entry?
Answer: C16H37MnN6OSi4

=====

Question: The highest charge belongs to which entry?
Answer: C16H37MnN6OSi4

=====

Question: Which value of charge does entry 1 give?
Answer: +1

=====

Question: Which formula does entry 1 have?
Answer: C16H37MnN6OSi4